(1)
Entry from the Open Molecules 2025 dataset: the molecule CH4N2S (ωB97M-V with the def2-TZVPD basis set).

Energy relative to the best compared isomer or geometry (same formula, charge and spin) (kcal per mole): 32.94
Gap between HOMO and LUMO (eV): 9.29
SMILES: NNC=S
Electronic energy (Ha): -548.15936

```
! RIJCOSX wB97M-V def2-TZVPD def2/J DEFGRID3
* xyz 0 1
N -1.36 -0.15 -0.01
N -0.01 -0.56 0.00
C 1.03 0.27 -0.01
S 2.61 -0.18 0.00
H -1.54 0.46 -0.82
H -1.65 0.37 0.83
H 0.18 -1.55 -0.01
H 0.75 1.34 0.03
*
```

---

(2)
Entry from the Open Molecules 2025 dataset: a cluster of 9 separate species, C60H48BrNO38PS in total in a non-equilibrium geometry (ωB97M-V with the def2-TZVPD basis set).

Gap between HOMO and LUMO (eV): 6.20
Electronic energy (Ha): -8542.20821

```
! RIJCOSX wB97M-V def2-TZVPD def2/J DEFGRID3
* xyz 1 1
O -0.71 3.66 2.09
C 0.44 3.95 2.56
Br 0.62 5.36 3.98
C 1.74 3.21 1.98
C 2.07 1.82 2.73
N 0.93 1.09 3.27
C 1.06 -0.16 4.00
C -0.24 -0.92 4.53
C -1.31 -1.30 3.39
C -0.70 -1.64 1.95
C -1.33 -2.99 1.27
O -1.91 -2.66 -0.01
C 2.43 -0.81 4.26
C 3.69 -0.07 3.68
C 5.09 -0.78 3.99
O 5.17 -2.00 3.66
O 6.22 -0.15 4.55
C 3.54 1.28 2.87
P 5.04 2.16 2.13
O 5.65 3.18 3.35
O 4.61 3.20 0.80
S 6.39 0.95 1.41
H 2.61 3.96 2.11
H 1.58 2.92 0.87
H -0.05 1.43 3.16
H -0.78 -0.21 5.27
H 0.11 -1.83 5.14
H -1.88 -2.25 3.75
H -2.07 -0.45 3.30
H -1.01 -0.77 1.25
H 0.43 -1.79 1.92
H -2.04 -3.54 1.99
H -0.46 -3.71 1.06
H -2.47 -1.86 0.09
H 2.57 -1.80 4.84
H 6.88 -0.90 4.65
H 6.37 3.75 2.99
H 3.92 2.68 0.32
C -2.70 -7.04 -2.46
C -2.34 -6.26 -1.44
C -0.95 -6.29 -0.90
O -0.65 -5.55 0.03
C 0.01 -7.21 -1.51
C -0.35 -7.99 -2.53
C -1.73 -7.94 -3.09
O -2.02 -8.65 -4.04
O 0.53 -8.85 -3.10
O -3.23 -5.41 -0.85
H -3.70 -7.02 -2.87
H 1.01 -7.23 -1.09
H 0.03 -9.30 -3.82
H -2.73 -4.96 -0.14
C 0.42 0.51 -1.96
C -0.17 0.20 -3.12
C -1.33 0.98 -3.64
O -1.83 0.68 -4.71
C -1.82 2.10 -2.83
C -1.23 2.41 -1.67
C -0.06 1.64 -1.17
O 0.47 1.97 -0.11
O -1.68 3.45 -0.91
O 0.26 -0.85 -3.87
H 1.26 -0.05 -1.58
H -2.67 2.65 -3.21
H -1.09 3.47 -0.13
H -0.33 -0.87 -4.65
C -3.76 8.05 2.56
C -3.08 6.90 2.47
C -3.43 5.72 3.31
O -2.80 4.69 3.18
C -4.53 5.86 4.27
C -5.21 7.01 4.36
C -4.87 8.18 3.51
O -5.52 9.21 3.61
O -6.23 7.15 5.25
O -2.04 6.77 1.60
H -3.51 8.91 1.96
H -4.76 5.00 4.88
H -6.55 8.07 5.13
H -1.72 5.85 1.72
C -4.65 -5.95 -6.18
C -4.48 -5.33 -7.35
C -4.40 -3.85 -7.44
O -4.23 -3.32 -8.53
C -4.55 -3.07 -6.21
C -4.73 -3.69 -5.04
C -4.78 -5.17 -4.94
O -4.92 -5.70 -3.85
O -4.87 -2.98 -3.88
O -4.36 -6.04 -8.51
H -4.70 -7.03 -6.09
H -4.52 -1.99 -6.29
H -4.99 -3.65 -3.18
H -4.24 -5.37 -9.21
C 9.57 -2.72 5.94
C 10.65 -3.43 6.28
C 11.06 -4.63 5.50
O 12.06 -5.25 5.83
C 10.23 -5.02 4.36
C 9.15 -4.31 4.02
C 8.76 -3.10 4.79
O 7.77 -2.46 4.44
O 8.37 -4.66 2.96
O 11.41 -3.09 7.36
H 9.26 -1.84 6.50
H 10.53 -5.91 3.81
H 7.66 -3.99 2.93
H 12.12 -3.76 7.39
C -2.61 4.86 -7.23
C -2.44 3.56 -7.02
C -3.05 2.54 -7.93
O -2.86 1.36 -7.73
C -3.86 3.03 -9.05
C -4.04 4.33 -9.25
C -3.41 5.35 -8.36
O -3.57 6.53 -8.59
O -4.79 4.79 -10.29
O -1.70 3.09 -5.97
H -2.17 5.61 -6.58
H -4.31 2.28 -9.69
H -4.76 5.77 -10.22
H -1.73 2.12 -6.04
C 1.03 7.11 -3.60
C 0.71 6.19 -4.52
C 1.24 6.26 -5.91
O 0.93 5.40 -6.71
C 2.11 7.39 -6.25
C 2.43 8.31 -5.34
C 1.92 8.22 -3.94
O 2.25 9.07 -3.12
O 3.23 9.36 -5.64
O -0.12 5.15 -4.22
H 0.65 7.06 -2.59
H 2.47 7.44 -7.27
H 3.31 9.88 -4.82
H -0.20 4.63 -5.05
C -1.93 -6.25 7.58
C -1.76 -5.63 6.41
C -1.70 -4.14 6.32
O -1.53 -3.60 5.24
C -1.85 -3.37 7.56
C -2.02 -3.99 8.73
C -2.06 -5.48 8.82
O -2.19 -6.02 9.90
O -2.16 -3.30 9.89
O -1.65 -6.33 5.24
H -1.98 -7.33 7.65
H -1.82 -2.29 7.48
H -2.27 -3.97 10.59
H -1.54 -5.65 4.54
*
```

---

(3)
Entry from the Open Molecules 2025 dataset: the molecule C5H11NOS in a non-equilibrium geometry (ωB97M-V with the def2-TZVPD basis set).

Energy relative to the best compared isomer or geometry (same formula, charge and spin) (kcal per mole): 97.33
Gap between HOMO and LUMO (eV): 9.42
SMILES: CC1(C)COSCN1
Electronic energy (Ha): -725.16977

```
! RIJCOSX wB97M-V def2-TZVPD def2/J DEFGRID3
* xyz 0 1
C -0.70 -0.79 -0.82
C -0.45 0.29 0.28
C -1.71 0.78 1.03
C 0.45 1.54 -0.42
O 1.59 1.03 -1.10
S 2.86 0.49 -0.23
C 2.12 -0.80 0.93
N 0.50 -0.27 1.36
H -0.89 -1.76 -0.52
H 0.16 -0.75 -1.55
H -1.65 -0.57 -1.43
H -2.47 0.83 0.28
H -1.67 1.85 1.32
H -2.00 -0.01 1.77
H -0.17 2.02 -1.10
H 0.73 2.14 0.46
H 2.33 -1.97 0.70
H 2.58 -0.62 1.86
H 0.64 0.39 2.07
*
```

---

(4)
Entry from the Open Molecules 2025 dataset: a structure of composition C12H10BrF3O2V in a non-equilibrium geometry (ωB97M-V with the def2-TZVPD basis set).

Energy relative to the best compared isomer or geometry (same formula, charge and spin) (kcal per mole): 16.52
Gap between HOMO and LUMO (alpha / beta) (eV): 6.84 / 6.88
<S²>: 2.07
Electronic energy (Ha): -4431.39343

```
! RIJCOSX wB97M-V def2-TZVPD def2/J DEFGRID3
* xyz -1 3
C 1.73 -0.56 -1.33
C 1.16 0.66 -1.74
C 1.15 1.56 -0.64
H 0.87 0.93 -2.76
C 1.61 0.85 0.54
C 2.13 -0.41 0.07
H 2.80 -1.01 0.70
H 1.96 -1.33 -2.07
H 0.99 2.63 -0.66
H 1.77 1.27 1.52
V 0.03 -1.03 0.29
Br -1.75 -0.01 1.64
C -0.66 -2.62 1.26
C 0.77 -2.68 1.39
C 1.30 -2.92 0.09
H 1.31 -2.77 2.33
C 0.24 -2.86 -0.87
C -0.99 -2.70 -0.15
H -1.99 -2.74 -0.56
H -1.38 -2.70 2.09
H 2.32 -3.25 -0.10
H 0.31 -3.08 -1.92
F -2.87 4.63 1.26
C -2.68 3.98 0.09
F -3.89 3.57 -0.37
F -2.16 4.85 -0.83
C -1.59 2.82 0.23
O -0.76 3.03 1.10
O -1.73 1.87 -0.59
*
```

---

(5)
Entry from the Open Molecules 2025 dataset: a structure of composition C32H29AsIMgO7PS2 (ωB97M-V with the def2-TZVPD basis set).

Energy relative to the best compared isomer or geometry (same formula, charge and spin) (kcal per mole): 0.17
Gap between HOMO and LUMO (eV): 8.15
Electronic energy (Ha): -5634.99507

```
! RIJCOSX wB97M-V def2-TZVPD def2/J DEFGRID3
* xyz 0 1
Mg 0.20 -0.09 -0.10
I 0.83 1.73 2.52
C 2.08 0.38 3.51
C 1.66 0.04 4.77
C 2.49 -0.68 5.64
C 3.76 -0.98 5.25
C 4.22 -0.65 3.96
C 5.57 -0.94 3.62
C 6.05 -0.65 2.38
C 5.17 -0.16 1.40
C 3.85 0.12 1.67
P 2.80 0.35 0.17
C 3.54 -0.84 -1.00
C 3.18 -2.17 -0.81
C 3.62 -3.14 -1.70
C 4.41 -2.79 -2.78
C 4.77 -1.46 -2.97
C 4.34 -0.49 -2.08
C 3.24 1.99 -0.50
C 4.11 2.88 0.12
C 4.34 4.13 -0.44
C 3.69 4.50 -1.61
C 2.82 3.62 -2.22
C 2.58 2.37 -1.67
C 3.36 -0.03 3.01
H 0.69 0.36 5.11
H 2.13 -0.95 6.62
H 4.44 -1.48 5.93
H 6.20 -1.39 4.38
H 7.08 -0.85 2.13
H 5.54 -0.05 0.39
H 2.53 -2.45 0.01
H 3.32 -4.17 -1.56
H 4.74 -3.54 -3.49
H 5.38 -1.18 -3.82
H 4.61 0.55 -2.24
H 4.62 2.59 1.03
H 5.02 4.82 0.05
H 3.87 5.48 -2.04
H 2.31 3.90 -3.14
H 1.89 1.68 -2.14
O 1.17 -2.01 -4.02
As -0.21 -1.15 -3.28
O -1.06 -2.59 -2.50
O 0.59 -0.49 -1.93
C -0.41 -3.57 -1.85
C 0.14 -4.61 -2.61
C 0.77 -5.69 -2.01
C 0.87 -5.76 -0.62
C 0.33 -4.75 0.14
C -0.30 -3.65 -0.45
S -0.82 -2.41 0.70
O -1.51 -3.06 1.77
O 0.45 -1.74 1.11
O -1.58 -1.36 -0.01
H 1.87 -2.12 -3.36
H 0.06 -4.54 -3.68
H 1.18 -6.48 -2.63
H 1.34 -6.61 -0.15
H 0.38 -4.79 1.22
O -0.76 1.63 -0.30
S -1.36 2.08 -1.64
C -2.76 0.97 -1.94
C -4.03 1.59 -1.33
C -3.59 2.71 -0.39
C -2.46 3.41 -1.13
H -2.48 0.02 -1.48
H -2.83 0.81 -3.02
H -4.61 0.83 -0.81
H -4.65 2.00 -2.13
H -3.21 2.31 0.55
H -4.40 3.40 -0.16
H -1.87 4.11 -0.54
H -2.80 3.91 -2.04
*
```

---

(6)
Entry from the Open Molecules 2025 dataset: a cluster of 2 separate species, C4H11NO3 in total in a non-equilibrium geometry (ωB97M-V with the def2-TZVPD basis set).

Energy relative to the best compared isomer or geometry (same formula, charge and spin) (kcal per mole): 13.61
Gap between HOMO and LUMO (eV): 6.63
Electronic energy (Ha): -439.37525

```
! RIJCOSX wB97M-V def2-TZVPD def2/J DEFGRID3
* xyz -2 1
C -0.54 -0.39 -0.68
O -1.82 -1.00 -0.61
C 0.06 -0.27 0.76
C 1.41 0.41 0.80
C 1.58 1.80 -0.02
O 2.58 2.54 0.52
N -0.95 0.50 1.55
H -0.71 0.62 -1.05
H 0.19 -0.89 -1.33
H 0.10 -1.25 1.24
H 2.24 -0.27 0.58
H 1.56 0.88 1.78
H 1.87 1.68 -1.09
H 0.56 2.24 0.11
H -0.79 1.48 1.37
H -1.85 0.19 1.20
H -1.98 -2.94 -2.54
H -1.75 -2.04 -0.94
O -1.77 -3.28 -1.66
*
```

---

(7)
Entry from the Open Molecules 2025 dataset: the molecule C4H11N3 in a non-equilibrium geometry (ωB97M-V with the def2-TZVPD basis set).

Energy relative to the best compared isomer or geometry (same formula, charge and spin) (kcal per mole): 111.07
Gap between HOMO and LUMO (alpha / beta) (eV): 10.57 / 6.44
Electronic energy (Ha): -323.12954

```
! RIJCOSX wB97M-V def2-TZVPD def2/J DEFGRID3
* xyz 0 1
C 1.79 0.61 -0.28
C 0.33 0.18 1.72
C 0.46 0.00 0.20
N 0.25 -1.32 -0.26
H 0.89 -1.96 0.22
H 0.44 1.23 2.01
H 1.91 0.47 -1.35
H 2.62 0.11 0.23
H 1.86 1.68 -0.05
H -0.64 -0.19 2.06
H 1.11 -0.39 2.23
N -2.18 -0.90 -1.34
C -0.89 0.75 -0.47
N -1.94 -0.19 -0.28
H -1.42 -1.02 -2.02
H -2.78 -1.70 -1.17
H -0.68 0.96 -1.52
H -1.13 1.67 0.06
*
```

---

(8)
Entry from the Open Molecules 2025 dataset: a structure of composition C39H35ClDyN2Si2 in a non-equilibrium geometry (ωB97M-V with the def2-TZVPD basis set).

Gap between HOMO and LUMO (alpha / beta) (eV): 5.91 / 5.94
<S²>: 9.03
Electronic energy (Ha): -3540.74946

```
! RIJCOSX wB97M-V def2-TZVPD def2/J DEFGRID3
* xyz 1 6
C -1.52 -0.99 4.77
C -2.20 -0.43 3.64
C -2.06 -1.35 2.55
H -2.77 0.50 3.63
C -1.28 -2.46 3.00
C -0.95 -2.24 4.37
H -0.40 -2.93 5.01
H -1.50 -0.57 5.78
H -2.53 -1.26 1.57
H -1.04 -3.34 2.41
Dy 0.23 -0.43 3.07
Si -0.38 -0.17 -3.96
C 0.10 1.38 -4.87
C 1.43 1.68 -5.24
H 2.23 0.98 -4.98
C 1.71 2.85 -5.95
H 2.74 3.07 -6.24
C 0.68 3.74 -6.28
H 0.90 4.65 -6.84
C -0.63 3.46 -5.88
H -1.44 4.16 -6.13
C -0.92 2.29 -5.17
H -1.94 2.08 -4.85
C 0.40 -1.64 -4.80
C 0.05 -1.83 -6.15
H -0.62 -1.13 -6.64
C 0.57 -2.93 -6.85
H 0.28 -3.08 -7.89
C 1.44 -3.82 -6.22
H 1.83 -4.68 -6.77
C 1.79 -3.63 -4.88
H 2.47 -4.32 -4.39
C 1.29 -2.53 -4.17
H 1.58 -2.37 -3.13
H -1.85 -0.32 -3.99
Si 0.42 0.04 -1.79
C -0.48 -1.51 -1.14
C -1.86 -1.68 -1.37
H -2.47 -0.87 -1.77
C -2.47 -2.93 -1.18
H -3.53 -3.05 -1.42
C -1.73 -4.01 -0.70
H -2.20 -4.99 -0.57
C -0.38 -3.82 -0.38
H 0.20 -4.65 0.01
C 0.23 -2.57 -0.57
H 1.27 -2.43 -0.29
C -0.60 1.50 -1.18
C -1.75 1.37 -0.38
H -1.95 0.43 0.15
C -2.68 2.41 -0.29
H -3.61 2.27 0.26
C -2.42 3.64 -0.92
H -3.16 4.44 -0.89
C -1.20 3.83 -1.57
H -0.97 4.79 -2.02
C -0.28 2.78 -1.67
H 0.68 2.94 -2.17
H 1.80 0.15 -1.28
Cl 1.70 0.36 1.26
C -0.55 3.72 4.89
C 0.20 3.72 6.08
C 1.00 2.62 6.38
C 1.05 1.52 5.51
N 0.30 1.53 4.36
C -0.47 2.60 4.05
C 1.87 0.32 5.75
C 2.72 0.17 6.86
C 3.45 -1.01 7.02
C 3.33 -2.03 6.07
C 2.47 -1.84 4.99
N 1.77 -0.69 4.83
H -1.19 4.55 4.61
H 0.15 4.56 6.75
H 1.60 2.57 7.30
H -1.02 2.54 3.11
H 2.78 0.98 7.58
H 4.11 -1.13 7.87
H 3.88 -2.96 6.14
H 2.31 -2.60 4.21
*
```

---

(9)
Entry from the Open Molecules 2025 dataset: a cluster of 16 separate species, C7H44FO18PS in total in a non-equilibrium geometry (ωB97M-V with the def2-TZVPD basis set).

Energy relative to the best compared isomer or geometry (same formula, charge and spin) (kcal per mole): 0.00
Gap between HOMO and LUMO (eV): 9.15
Electronic energy (Ha): -2486.80747

```
! RIJCOSX wB97M-V def2-TZVPD def2/J DEFGRID3
* xyz 0 1
C -0.85 0.85 -3.03
C -0.22 0.79 -4.40
S 1.32 -0.16 -4.50
C 1.10 -1.45 -3.26
C 2.17 -1.48 -2.19
O 1.88 -2.39 -1.14
C 0.73 -2.18 -0.42
O -0.32 -2.72 -0.74
C 0.85 -1.35 0.81
C 0.15 -0.02 0.70
F -0.59 0.26 1.84
P 2.74 0.15 -1.54
O 3.68 0.00 -0.42
H -1.61 0.11 -2.88
H -1.23 1.81 -2.80
H -0.10 0.65 -2.29
H 0.05 1.78 -4.68
H -0.95 0.45 -5.10
H 0.11 -1.34 -2.86
H 1.11 -2.41 -3.75
H 3.06 -1.86 -2.65
H 1.85 -1.26 1.18
H 0.30 -1.88 1.56
H 0.86 0.79 0.64
H -0.54 -0.03 -0.12
H 3.37 0.76 -2.61
H 1.61 0.93 -1.27
O 2.06 -5.71 -1.10
H 1.85 -4.81 -0.82
H 1.20 -6.10 -1.30
O 2.83 -3.28 1.64
H 2.86 -4.14 2.06
H 3.41 -3.36 0.87
O 3.46 2.86 -0.21
H 4.23 3.33 -0.55
H 3.82 2.04 0.16
O -2.39 2.16 -6.35
H -3.09 2.73 -6.69
H -1.99 1.78 -7.14
O 3.56 3.77 2.66
H 3.46 3.35 1.79
H 3.87 3.06 3.23
O -1.10 -0.21 4.58
H -1.36 0.55 5.12
H -1.01 0.16 3.69
O -2.09 2.54 5.57
H -2.93 2.94 5.78
H -1.43 3.21 5.78
O -2.86 1.73 -0.94
H -2.54 1.50 -0.07
H -3.74 1.32 -0.98
O -2.97 -2.47 4.45
H -3.82 -2.07 4.66
H -2.33 -1.78 4.64
O 0.77 3.97 3.96
H 1.62 4.05 3.51
H 0.12 4.09 3.26
O 2.42 0.31 3.30
H 2.80 0.00 4.12
H 1.48 0.10 3.37
O 0.01 -4.70 2.43
H -0.35 -4.24 1.67
H -0.48 -4.34 3.18
O -2.57 -6.37 2.65
H -2.94 -5.69 3.21
H -2.39 -5.92 1.82
O -4.55 3.69 -2.71
H -4.73 3.17 -3.50
H -4.03 3.10 -2.15
O -2.59 5.09 -4.98
H -2.92 4.27 -4.60
H -2.51 5.67 -4.21
*
```

---

(10)
Entry from the Open Molecules 2025 dataset: the ion C3H7N2O3S with charge -1 in a non-equilibrium geometry (ωB97M-V with the def2-TZVPD basis set).

Energy relative to the best compared isomer or geometry (same formula, charge and spin) (kcal per mole): 3.36
Gap between HOMO and LUMO (eV): 8.80
SMILES: C/N=N/[C@H](C)S(=O)(=O)[O-]
Electronic energy (Ha): -851.92752

```
! RIJCOSX wB97M-V def2-TZVPD def2/J DEFGRID3
* xyz -1 1
C 1.41 0.91 2.25
N 0.31 0.88 1.36
N 0.30 -0.15 0.70
C -0.83 -0.19 -0.44
C -1.11 -1.60 -0.80
S -0.04 0.61 -1.89
O -1.10 0.79 -2.87
O 0.57 1.81 -1.34
O 0.92 -0.43 -2.25
H 1.93 1.85 2.08
H 1.97 -0.02 2.03
H 1.14 1.07 3.37
H -1.67 0.24 0.10
H -0.25 -2.09 -1.02
H -1.53 -2.05 0.13
H -2.03 -1.65 -1.42
*
```